1.
123
Properties=species:S:1:pos:R:3 method="wB97M-V/def2-TZVPD" total_charge=-1 total_energy_ha=-4009.260713 orbital_gap_ev=6.282
C -0.51 -1.92 -2.10
C -0.69 -0.42 -2.24
C 0.10 0.13 -3.43
C -2.16 0.08 -2.25
C -3.22 -0.90 -1.74
Nb -4.33 -2.10 -3.33
C -2.96 -1.61 -5.09
O -3.31 -0.38 -5.73
O -3.63 -0.69 -7.11
N -5.80 -0.55 -3.73
C -5.49 0.72 -3.30
O -4.92 1.62 -3.86
F -5.91 0.90 -2.03
C -6.44 -0.53 -4.95
O -7.21 0.33 -5.33
F -6.20 -1.60 -5.71
H -1.08 -2.51 -2.80
H 0.54 -2.15 -2.12
H -0.84 -2.20 -1.11
H -0.23 0.02 -1.37
H 1.12 0.27 -3.12
H -0.30 1.08 -3.75
H 0.08 -0.55 -4.26
H -2.17 0.94 -1.58
H -2.40 0.51 -3.22
H -2.81 -1.59 -1.02
H -3.95 -0.33 -1.17
H -5.14 -3.40 -4.34
H -5.37 -2.74 -1.96
H -3.13 -3.42 -2.95
H -3.08 -2.41 -5.81
H -1.90 -1.58 -4.87
H -3.72 0.19 -7.49
C 3.11 -5.79 -0.55
C 2.54 -5.20 -1.82
O 1.24 -4.78 -1.40
C 1.25 -4.60 -0.06
O 0.39 -4.11 0.58
O 2.42 -5.07 0.47
H 4.18 -5.65 -0.46
H 2.88 -6.85 -0.45
H 3.09 -4.32 -2.16
H 2.47 -5.91 -2.63
C 1.40 1.37 1.60
C 0.55 2.61 1.50
O 1.05 3.24 0.31
C 1.63 2.28 -0.46
O 2.00 2.47 -1.57
O 1.72 1.12 0.22
H 0.85 0.52 2.02
H 2.33 1.52 2.15
H -0.51 2.38 1.36
H 0.65 3.28 2.36
C 3.55 -10.56 -1.56
C 3.32 -10.92 -3.01
O 2.08 -10.26 -3.29
C 1.94 -9.23 -2.43
O 1.11 -8.39 -2.50
O 2.88 -9.30 -1.45
H 4.60 -10.45 -1.30
H 3.08 -11.26 -0.87
H 4.09 -10.52 -3.67
H 3.22 -11.99 -3.17
C -2.40 -3.17 3.62
C -2.89 -2.87 2.22
O -1.98 -1.84 1.81
C -0.86 -1.95 2.54
O 0.12 -1.31 2.33
O -1.01 -2.83 3.54
H -2.52 -4.22 3.90
H -2.87 -2.54 4.38
H -2.79 -3.72 1.54
H -3.92 -2.51 2.19
C 1.60 6.12 -0.91
C 1.48 6.13 -2.42
O 2.29 7.27 -2.78
C 3.17 7.49 -1.79
O 4.09 8.25 -1.85
O 2.89 6.73 -0.71
H 1.57 5.12 -0.50
H 0.85 6.74 -0.42
H 1.90 5.24 -2.87
H 0.46 6.27 -2.77
C -6.03 5.97 -3.36
C -5.53 4.62 -3.85
O -4.13 4.70 -3.54
C -3.95 5.59 -2.55
O -2.94 5.77 -1.97
O -5.10 6.28 -2.32
H -7.04 5.94 -2.98
H -5.96 6.75 -4.13
H -5.97 3.79 -3.30
H -5.68 4.47 -4.91
C -0.67 -0.41 7.35
C -1.21 -1.42 8.34
O -2.59 -1.51 7.96
C -2.70 -1.12 6.67
O -3.67 -1.24 6.00
O -1.54 -0.59 6.23
H 0.36 -0.60 7.08
H -0.76 0.62 7.71
H -0.75 -2.40 8.22
H -1.11 -1.11 9.37
C 3.14 2.00 7.04
C 4.45 1.25 7.21
O 4.10 0.25 8.17
C 2.76 0.04 8.11
O 2.19 -0.84 8.66
O 2.17 0.98 7.33
H 2.99 2.38 6.03
H 3.02 2.81 7.76
H 4.77 0.76 6.29
H 5.25 1.87 7.58
C 5.83 7.44 0.94
C 6.64 6.56 0.02
O 7.60 5.98 0.91
C 7.10 6.02 2.17
O 7.58 5.48 3.11
O 5.97 6.76 2.20
H 4.79 7.51 0.66
H 6.25 8.44 1.04
H 6.04 5.75 -0.42
H 7.13 7.10 -0.78

2.
22
Properties=species:S:1:pos:R:3 method="wB97M-V/def2-TZVPD" total_charge=+1 total_energy_ha=-1256.450961 orbital_gap_ev=8.454
O 1.27 -0.56 -0.60
O 1.31 -0.21 2.64
C 0.32 0.47 3.27
O 0.33 1.80 2.66
C -0.54 2.78 3.17
Ba 2.31 1.25 1.15
H 0.48 0.61 4.36
H -0.69 0.04 3.08
H -0.43 3.67 2.55
H -1.58 2.43 3.10
H -0.26 3.02 4.21
S 0.12 -1.07 -1.62
O -1.03 -1.61 -0.93
O 0.76 -1.98 -2.72
C -0.44 0.42 -2.61
F -1.19 1.18 -1.84
F 0.63 1.11 -2.98
F -1.10 0.03 -3.66
C 0.05 -3.15 -3.21
H 0.77 -3.65 -3.86
H -0.81 -2.84 -3.81
H -0.25 -3.75 -2.35